No. 1
Computed, not measured: a cluster of 2 separate species, CH4Cl2NOPS in total at a distorted geometry, with ωB97M-V/def2-TZVPD.

Each line ends with the Löwdin charge.
Element x y z (Å)
C  0.3945  -0.1147  1.8785  -0.04
N  -0.5711  1.9218  1.5900  0.03
O  0.4202  1.0960  1.4316  -0.22
P  0.5608  -0.6922  -2.2085  -0.19
S  -1.3406  -0.8591  -1.0935  0.30
Cl  -0.3379  0.0092  -3.8887  0.09
Cl  0.9872  -2.6083  -2.6035  0.11
H  1.4238  -0.7777  1.6925  0.16
H  -0.7656  -0.1375  -0.1328  -0.29
H  -0.4269  -0.5661  2.2437  0.04
H  -0.3444  2.7286  1.0906  0.02

Computed properties:
- 2S+1: 1
- HOMO-LUMO gap (spin up / spin down): 8.3904 / 8.3809 eV
- Net charge: 0
- HOMO energy (spin up / spin down): -8.662 / -8.653 eV
- Energy: -49804.7646 eV

=====

No. 2
Computed, not measured: the ion CH4Cl2OP with charge +1 at a distorted geometry, with ωB97M-V/def2-TZVPD.

Each line ends with the Löwdin charge.
Element x y z (Å)
C  0.2275  0.2074  -0.5876  -0.06
O  -0.0666  0.4146  2.2984  -0.25
P  1.0217  0.7072  1.2083  0.02
Cl  1.4968  2.5327  1.3635  0.55
Cl  2.5500  -0.4465  1.7853  0.47
H  0.0269  1.0392  -1.2011  0.04
H  -0.7107  -0.0946  -0.1202  0.04
H  0.6627  -0.6333  -1.0467  0.04
H  -0.9991  0.6731  2.0684  0.14

Computed properties:
- 2S+1: 1
- HOMO-LUMO gap: 12.5398 eV
- Net charge: +1
- HOMO energy: -17.002 eV
- Energy: -37477.1038 eV

=====

No. 3
Computed, not measured: a structure of composition CH4Cl2S at a distorted geometry, with ωB97M-V/def2-TZVPD.

Each line ends with the Löwdin charge.
Element x y z (Å)
C  -0.7324  -0.2187  -0.1423  -1.15
H  0.8249  -0.0689  1.0907  -0.13
H  1.7161  0.8887  -0.3686  -0.19
H  -0.5294  -0.7036  -1.0946  0.02
H  -0.4523  -0.8581  0.6876  0.00
S  1.4032  -0.3909  -0.0745  0.44
Cl  -2.4695  0.0953  -0.0423  0.52
Cl  0.2394  1.2564  -0.0559  0.48

Computed properties:
- 2S+1: 1
- HOMO-LUMO gap: 7.1533 eV
- Net charge: 0
- HOMO energy: -6.845 eV
- Energy: -36972.3965 eV

=====

No. 4
Computed, not measured: a structure of composition CH4ClMgN2O at a distorted geometry, with ωB97M-V/def2-TZVPD.

Each line ends with the Löwdin charge.
Element x y z (Å)
Mg  -1.8311  11.0125  -26.0940  1.13
Cl  -3.3708  12.5756  -26.7986  -0.10
C  0.4024  14.7472  -27.6398  -0.82
O  0.2804  14.2952  -28.7440  0.05
N  1.5599  14.9352  -27.0448  0.17
N  -0.5949  14.8474  -26.8260  0.15
H  1.5057  15.3129  -26.1096  0.10
H  2.4023  15.0702  -27.5854  0.13
H  -0.4344  15.3751  -25.9799  0.11
H  -1.5564  14.7635  -27.1236  0.08

Computed properties:
- 2S+1: 1
- HOMO-LUMO gap: 4.5005 eV
- Net charge: +1
- HOMO energy: -12.650 eV
- Energy: -24090.1864 eV

=====

No. 5
Computed, not measured: the ion CH4ClN2O with charge +1 at a distorted geometry, with ωB97M-V/def2-TZVPD.

Each line ends with the Löwdin charge.
Element x y z (Å)
N  -1.0918  -0.4965  0.8313  0.11
C  0.0234  0.4958  0.5370  -0.73
Cl  0.4518  1.6331  1.6435  0.93
N  0.7698  0.3116  -0.4945  -0.01
O  0.3629  -0.4769  -1.5767  0.05
H  -1.3499  -1.2377  0.0810  0.16
H  -1.5514  -0.2438  1.7959  0.16
H  1.3700  1.0822  -0.8595  0.20
H  1.0151  -1.0678  -1.9580  0.14

Computed properties:
- 2S+1: 1
- HOMO-LUMO gap: 11.0362 eV
- Net charge: +1
- HOMO energy: -15.733 eV
- SMILES: [NH2+]=C(Cl)NO
- Energy: -18642.3222 eV

=====

No. 6
Computed, not measured: a structure of composition CH4ClN2O at a distorted geometry, with ωB97M-V/def2-TZVPD.

Each line ends with the Löwdin charge.
Element x y z (Å)
C  -1.6141  0.3500  0.2284  0.00
N  2.3164  -1.3943  -0.1578  -0.30
N  -0.2613  0.2772  0.1496  -0.05
O  0.5282  1.0086  -0.3387  -0.05
Cl  2.4883  0.1531  0.0900  0.96
H  -2.1065  0.8723  -0.5231  0.10
H  -1.9417  1.1090  1.0625  0.20
H  -1.8167  -0.6261  0.5811  0.11
H  2.4073  -1.7497  -1.0920  0.02

Computed properties:
- 2S+1: 1
- HOMO-LUMO gap (spin up / spin down): 8.9030 / 7.1528 eV
- Net charge: +1
- HOMO energy (spin up / spin down): -15.553 / -14.834 eV
- Energy: -18636.7450 eV

=====

No. 7
Computed, not measured: the molecule CH4ClN2P at a distorted geometry, with ωB97M-V/def2-TZVPD.

Each line ends with the Löwdin charge.
Element x y z (Å)
C  0.5715  -0.3972  0.4187  -0.16
N  -0.5585  0.4082  0.5974  -0.15
N  -1.4332  0.1739  -0.2099  -0.26
P  -3.1856  1.0602  -0.0182  0.43
Cl  -4.0219  -0.7690  0.1101  0.11
H  1.3696  0.0922  -0.0068  0.05
H  0.3974  -1.2949  -0.2307  0.10
H  1.2003  -0.6846  1.2305  0.07
H  -2.9528  1.3548  -1.2803  -0.18

Computed properties:
- 2S+1: 1
- HOMO-LUMO gap: 8.9042 eV
- Net charge: 0
- HOMO energy: -8.552 eV
- SMILES: C/N=N/PCl
- Energy: -25890.9723 eV

=====

No. 8
Computed, not measured: a cluster of 2 separate species, CH4ClNO in total at a distorted geometry, with ωB97M-V/def2-TZVPD.

Each line ends with the Löwdin charge.
Element x y z (Å)
N  0.9356  -0.3097  -0.3373  0.08
C  0.5095  0.9622  -0.0237  -0.52
O  0.6399  2.0081  -0.5923  0.03
H  1.6138  -0.4710  -1.0829  0.11
H  0.7480  -1.0975  0.2280  0.06
H  0.0455  0.8272  1.0570  0.11
Cl  -2.2695  -0.3327  0.1944  0.34
H  -2.2228  -1.5868  0.5568  -0.20

Computed properties:
- 2S+1: 1
- HOMO-LUMO gap: 10.4188 eV
- Net charge: 0
- HOMO energy: -9.953 eV
- SMILES: NC=O.Cl
- Energy: -17161.8331 eV

=====

No. 9
Computed, not measured: a structure of composition CH4ClNS at a distorted geometry, with ωB97M-V/def2-TZVPD.

Each line ends with the Löwdin charge.
Element x y z (Å)
C  -0.0599  0.9099  -0.0004  -0.27
H  3.1071  -1.3366  0.0585  -0.18
H  -3.0613  -0.7723  -0.0283  -0.16
H  0.2356  1.9590  -0.0058  0.08
H  0.7360  0.1523  0.0171  -0.27
N  -1.3035  0.6559  -0.0157  -0.43
S  -1.7429  -1.0013  -0.0077  0.69
Cl  2.0890  -0.5669  -0.0177  0.54

Computed properties:
- 2S+1: 1
- HOMO-LUMO gap: 9.6366 eV
- Net charge: 0
- HOMO energy: -9.020 eV
- Energy: -25947.0011 eV

=====

No. 10
Computed, not measured: the molecule CH4ClO2P at a distorted geometry, with ωB97M-V/def2-TZVPD.

Each line ends with the Löwdin charge.
Element x y z (Å)
O  1.5729  -1.7393  0.2163  -0.28
P  -0.0118  -1.5104  0.2788  0.80
O  0.1040  0.1360  0.1669  -0.53
C  -1.0704  0.9473  0.1959  -0.65
Cl  -1.9062  0.7765  -1.3728  0.53
H  1.8487  -1.1892  -0.4391  -0.02
H  -0.3698  -1.4022  -1.1752  -0.04
H  -1.7542  0.4764  0.9094  0.06
H  -0.8435  2.0928  0.3109  0.12

Computed properties:
- 2S+1: 1
- HOMO-LUMO gap: 10.3553 eV
- Net charge: 0
- HOMO energy: -9.519 eV
- SMILES: OPOCCl
- Energy: -27007.6693 eV

=====

No. 11
Computed, not measured: a cluster of 2 separate species, CH4ClPS in total at a distorted geometry, with ωB97M-V/def2-TZVPD.

Each line ends with the Löwdin charge.
Element x y z (Å)
C  -1.9531  -0.7783  -0.2748  -0.51
Cl  -2.9313  0.6447  0.1607  0.44
H  -1.0620  -0.4558  -0.6334  -0.04
H  -1.7890  -1.2545  0.7432  0.05
H  -2.5036  -1.5751  -0.7723  0.04
P  3.7896  0.5225  0.1360  0.19
S  1.9509  1.0029  0.3239  -0.02
H  4.4986  1.8936  0.3169  -0.16

Computed properties:
- 2S+1: 1
- HOMO-LUMO gap: 7.4582 eV
- Net charge: 0
- HOMO energy: -9.072 eV
- SMILES: CCl.P=S
- Energy: -33747.0107 eV

=====

No. 12
Computed, not measured: a cluster of 2 separate species, CH4F2Si in total at a distorted geometry, with ωB97M-V/def2-TZVPD.

Each line ends with the Löwdin charge.
Element x y z (Å)
C  0.2466  -0.5584  -0.3541  -0.28
Si  -1.3647  -0.1315  0.2778  0.70
F  -1.9201  1.2428  -0.2332  -0.17
H  0.0502  -0.8113  -1.3372  -0.09
H  0.9640  -1.3515  0.1351  0.03
H  -2.3069  -0.5868  1.2530  -0.06
F  2.5090  1.3613  0.3027  -0.11
H  1.8219  0.8354  -0.0440  -0.01

Computed properties:
- 2S+1: 1
- HOMO-LUMO gap: 8.2985 eV
- Net charge: 0
- HOMO energy: -9.047 eV
- SMILES: C=[SiH]F.F
- Energy: -14413.3554 eV

=====

No. 13
Computed, not measured: a structure of composition CH4FFe2O5 at a distorted geometry, with ωB97M-V/def2-TZVPD.

Each line ends with the Löwdin charge.
Element x y z (Å)
Fe  -0.9596  1.0349  0.8665  0.61
Fe  1.6083  1.2514  -2.2281  0.81
F  0.0164  1.7112  -0.7985  -0.60
C  0.0883  -1.5175  1.4614  -1.14
O  1.1903  -1.5288  1.9913  0.13
O  -0.1197  -0.8039  0.5600  0.00
O  -0.8168  -2.1041  2.0136  0.16
O  2.4802  0.0978  -0.6730  -0.16
H  1.7850  -0.3999  -0.2426  0.02
H  3.2303  0.0215  -0.0833  0.08
O  -2.6646  0.8492  -0.6195  -0.05
H  -2.9461  -0.0250  -0.8892  0.07
H  -2.8919  1.4132  -1.3587  0.06

Computed properties:
- 2S+1: 10
- HOMO-LUMO gap (spin up / spin down): 7.5456 / 5.1206 eV
- Net charge: 0
- ⟨S²⟩: 24.85
- HOMO energy (spin up / spin down): -7.872 / -6.291 eV
- Energy: -82826.5517 eV

=====

No. 14
Computed, not measured: the molecule CH4FN at a distorted geometry, with ωB97M-V/def2-TZVPD.

Each line ends with the Löwdin charge.
Element x y z (Å)
N  0.8831  -0.4624  -0.0736  0.05
C  -0.2327  0.4643  -0.0183  -0.35
F  -1.3857  -0.2195  -0.0293  -0.04
H  0.7114  -0.9254  0.8507  0.09
H  0.6084  -1.0953  -0.7328  0.02
H  -0.2547  1.1535  -0.8780  0.11
H  -0.3297  1.0848  0.8812  0.12

Computed properties:
- 2S+1: 1
- HOMO-LUMO gap: 11.9587 eV
- Net charge: 0
- HOMO energy: -10.772 eV
- SMILES: NCF
- Energy: -5309.0047 eV

=====

No. 15
Computed, not measured: the ion CH4FN2 with charge +1 at a distorted geometry, with ωB97M-V/def2-TZVPD.

Each line ends with the Löwdin charge.
Element x y z (Å)
N  0.0146  1.2380  -0.0096  0.29
C  0.4615  0.0307  -0.0076  -0.28
N  -0.4520  -1.2396  -0.0242  0.20
F  1.7104  -0.2404  -0.0189  0.24
H  -0.9769  1.4588  -0.0019  0.17
H  0.6756  2.0147  -0.0286  0.18
H  -1.4479  -1.1333  0.0528  0.10
H  0.0148  -2.1289  0.0381  0.11

Computed properties:
- 2S+1: 1
- HOMO-LUMO gap: 11.8611 eV
- Net charge: +1
- HOMO energy: -16.397 eV
- SMILES: NC(=[NH2+])F
- Energy: -6791.9381 eV

=====

No. 16
Computed, not measured: a cluster of 2 separate species, CH4FN2O in total at a distorted geometry, with ωB97M-V/def2-TZVPD.

Each line ends with the Löwdin charge.
Element x y z (Å)
C  1.4196  0.1365  0.2373  -0.12
N  -2.2049  1.1797  -0.0495  0.11
N  0.8602  -0.9470  -0.1894  0.27
O  -1.5730  0.2060  -0.3933  -0.08
F  0.8263  1.2291  0.2804  0.24
H  -3.1549  0.9681  0.2142  0.07
H  1.3912  -1.8260  -0.2717  0.18
H  -0.1034  -1.0388  -0.4260  0.10
H  2.5389  0.0924  0.5980  0.22

Computed properties:
- 2S+1: 1
- HOMO-LUMO gap: 8.7418 eV
- Net charge: +1
- HOMO energy: -13.974 eV
- Energy: -8836.2619 eV

=====

No. 17
Computed, not measured: a structure of composition CH4FN2O4S2Ti at a distorted geometry, with ωB97M-V/def2-TZVPD.

Each line ends with the Löwdin charge.
Element x y z (Å)
N  -2.0448  0.0286  1.4186  0.00
C  -0.5853  -0.1706  1.1437  -0.32
S  -0.3204  -1.2335  -0.3302  0.64
O  -1.6151  -1.3182  -1.0898  -0.35
O  0.1013  -2.5740  0.1641  -0.30
N  0.8505  -0.6979  -1.4661  -0.36
S  1.8257  0.5650  -0.9131  0.67
O  0.9499  1.8372  -0.9710  -0.41
O  2.9253  0.8112  -1.8898  -0.27
F  2.4363  0.2878  0.5548  -0.11
H  -2.3018  0.8162  0.8124  0.07
H  -2.0510  0.4478  2.3589  0.09
H  -0.1118  0.8439  1.1198  0.09
H  -0.1461  -0.7150  2.0271  0.13
Ti  0.0874  1.0715  -2.9393  1.42

Computed properties:
- 2S+1: 1
- HOMO-LUMO gap: 6.7812 eV
- Net charge: +1
- HOMO energy: -13.706 eV
- Energy: -59761.1990 eV

=====

No. 18
Computed, not measured: a cluster of 2 separate species, CH4FNO2 in total at a distorted geometry, with ωB97M-V/def2-TZVPD.

Each line ends with the Löwdin charge.
Element x y z (Å)
O  -1.6165  0.7012  1.2723  0.14
C  -0.6484  0.1676  0.8190  -0.53
O  -0.3330  -1.1803  0.8229  0.07
N  0.3694  1.1371  0.2860  0.07
F  1.6293  0.5594  0.3792  -0.10
H  0.6208  -1.2648  0.5535  0.12
H  0.2284  1.1543  -0.7228  0.09
H  -0.4541  -0.6834  -1.6580  0.07
H  0.2040  -0.5912  -1.7519  0.07

Computed properties:
- 2S+1: 1
- HOMO-LUMO gap: 12.0994 eV
- Net charge: 0
- HOMO energy: -11.360 eV
- SMILES: O=C(O)NF.[H][H]
- Energy: -9401.2718 eV

=====

No. 19
Computed, not measured: the molecule CH4FNS at a distorted geometry, with ωB97M-V/def2-TZVPD.

Each line ends with the Löwdin charge.
Element x y z (Å)
C  0.7235  0.5236  -0.4653  -0.20
N  -0.5068  -0.2241  -0.5517  -0.40
S  -0.8917  -1.7220  0.4686  0.86
F  -1.0870  -1.1625  2.0401  -0.53
H  1.2613  0.4178  -1.3449  0.04
H  0.4665  1.6021  -0.2154  0.11
H  1.3549  0.1828  0.3255  0.06
H  -1.3206  0.3823  -0.2570  0.06

Computed properties:
- 2S+1: 1
- HOMO-LUMO gap: 10.0054 eV
- Net charge: 0
- HOMO energy: -9.400 eV
- SMILES: CNSF
- Energy: -16143.0763 eV

=====

No. 20
Computed, not measured: a structure of composition CH4FO3P at a distorted geometry, with ωB97M-V/def2-TZVPD.

Each line ends with the Löwdin charge.
Element x y z (Å)
C  1.3404  -1.1085  1.2837  -0.16
O  -2.7944  0.0784  -1.1720  -0.02
O  1.2265  -0.8529  2.4067  0.01
O  -1.5925  0.3996  -0.5033  -0.07
F  0.6841  -0.3137  -0.8888  -0.42
P  1.6612  0.7283  -0.1444  0.80
H  -2.5866  -0.7233  -1.5590  0.05
H  -1.1906  0.9278  -1.0751  -0.01
H  0.7649  0.8789  0.9588  -0.06
H  2.4869  -0.0146  0.6934  -0.13

Computed properties:
- 2S+1: 1
- HOMO-LUMO gap: 10.0249 eV
- Net charge: 0
- HOMO energy: -9.784 eV
- Energy: -19245.0855 eV